DFT (the ωB97M-V functional and the def2-TZVPD basis) results for 14 unconnected molecules or ions with the total composition C68H178N14O20.

The calculation puts the gap between HOMO and LUMO at 8.734 eV. Its maximum force is 2.79 eV/A. As for the net charge: 0. As for the energy relative to the best compared isomer or geometry (same formula, charge and spin): 0.00 kcal per mole. As for the HOMO energy: -8.38 eV. The value obtained for the LUMO energy is 0.359 eV.

```
280
Properties=species:S:1:pos:R:3:forces:R:3:mulliken_charge:R:1
C 4.823014 4.802082 0.850497 1.1 -0.2 0.8 -0.786
O 3.705081 5.373498 0.292171 -0.1 0.6 0.0 -0.628
C 3.016844 4.488806 -0.506976 -1.1 -0.2 -0.4 1.060
C 1.799992 5.219528 -0.932465 -1.7 0.8 -0.8 -0.014
N 2.027309 6.500959 -1.604946 0.9 -0.5 0.8 -0.156
C 1.984858 6.440178 -3.050296 0.3 1.5 0.2 -1.063
C 2.860560 5.452641 -3.811118 0.3 1.1 0.1 0.905
O 4.223956 5.660782 -3.545571 0.4 0.5 0.5 -0.449
C 5.128418 4.781338 -4.205241 -1.2 0.6 -0.5 -0.349
H 4.549748 3.932638 1.480905 0.3 0.4 -0.1 0.188
H 5.318929 5.600826 1.385950 0.0 0.0 0.7 0.387
H 5.577518 4.521073 0.122921 0.0 -0.5 -0.6 0.320
H 2.617919 3.644435 0.084378 0.7 -0.3 -0.2 -0.250
H 3.580684 4.211742 -1.410124 0.3 -0.4 0.4 0.123
H 1.171271 5.454764 -0.063628 0.1 -0.4 0.1 0.118
H 1.215766 4.582792 -1.624716 0.0 0.2 0.4 -0.767
H 2.915988 6.880617 -1.217900 -0.9 -0.2 -0.8 0.397
H 2.237371 7.479900 -3.315569 0.2 -0.4 -0.5 0.471
H 0.940395 6.348932 -3.383277 0.2 -0.4 0.1 0.122
H 2.641008 5.658900 -4.855644 0.0 -0.4 -0.5 0.921
H 2.657763 4.448471 -3.539401 -0.7 -1.2 0.0 -0.967
H 5.074542 5.010227 -5.294531 0.5 -0.1 0.5 0.316
H 4.813443 3.729485 -4.100610 0.3 0.1 0.3 -0.104
H 6.085423 5.032635 -3.746944 0.1 -0.5 -0.4 0.263
C 9.331388 -0.340322 -5.460286 -1.3 0.5 0.6 -0.956
O 8.650992 -0.458499 -4.216167 0.4 0.3 -0.6 -0.156
C 9.435935 -1.266268 -3.362639 -0.1 0.1 -1.0 -1.143
C 8.852843 -1.146612 -2.040201 -0.6 -0.5 1.7 0.312
N 9.086770 0.166449 -1.499376 -0.1 0.2 0.9 -0.288
C 8.616996 0.405043 -0.145536 -0.4 -0.4 -0.4 -1.619
C 7.153941 0.143363 0.175175 0.0 -0.5 1.5 0.659
O 6.317557 1.143059 -0.252904 0.3 2.0 -1.2 -0.247
C 4.982224 1.036769 0.113713 -0.2 -1.0 0.3 -0.136
H 10.262264 0.182014 -5.296828 0.5 -0.1 -0.3 0.347
H 8.676949 0.246766 -6.080084 -0.1 0.4 -0.4 0.234
H 9.419333 -1.308229 -5.921650 0.5 -0.5 -0.2 0.356
H 10.451751 -0.871120 -3.320920 0.3 -0.3 -0.3 0.463
H 9.332856 -2.282712 -3.749175 0.6 -0.3 0.2 0.402
H 9.343014 -1.844723 -1.346696 0.0 0.0 -0.1 0.458
H 7.811705 -1.499986 -2.129947 -0.1 0.4 0.3 -0.178
H 8.755839 0.944570 -2.026876 -0.3 0.0 -1.1 0.311
H 8.858212 1.435678 0.052397 0.0 0.5 0.4 0.425
H 9.152005 -0.209459 0.561174 0.6 -0.3 0.2 0.404
H 7.087386 0.073594 1.283154 0.0 -0.1 -0.2 0.183
H 6.780854 -0.804650 -0.205843 0.2 -0.5 -0.2 -0.240
H 4.836851 1.178739 1.199032 0.0 -0.2 -0.3 0.918
H 4.625623 0.050014 -0.231846 -0.2 0.1 0.5 -0.306
H 4.390813 1.772301 -0.401294 0.0 0.6 -0.3 -0.164
C -1.097525 -0.648323 -3.703479 0.5 0.8 0.5 -0.615
O -1.304118 0.752763 -3.751135 -1.0 -0.1 0.0 -0.443
C -2.651366 1.143785 -3.320410 1.1 -0.2 -0.3 -0.115
C -2.795442 2.592412 -3.788657 0.7 -0.9 0.9 -0.946
N -1.814055 3.338661 -2.969907 -0.9 1.2 -0.5 1.319
C -1.637069 4.733719 -3.413914 0.0 1.1 0.8 -0.705
C -1.156843 4.926472 -4.852761 0.2 -2.1 -0.1 -1.255
O 0.016461 4.086184 -4.966280 -0.4 0.6 0.7 0.473
C 0.520744 3.954833 -6.261555 -0.7 0.0 -0.3 -1.140
H -1.319945 -1.066097 -2.710746 -0.2 0.0 -0.2 0.188
H -0.040043 -0.790384 -3.914843 0.1 -0.1 0.0 -0.018
H -1.646537 -1.159808 -4.468050 -0.6 -0.4 -0.4 0.664
H -2.637935 1.064556 -2.235789 -0.4 0.1 0.2 -0.389
H -3.373900 0.429814 -3.721244 -0.2 0.2 -0.2 0.635
H -3.826788 2.964864 -3.766068 0.3 0.1 0.6 0.438
H -2.524921 2.558739 -4.823954 0.3 0.1 -0.9 0.268
H -0.947859 2.817013 -2.989546 0.1 0.2 -0.2 -0.844
H -0.923485 5.316909 -2.764987 -0.6 -1.0 -0.2 0.078
H -2.621882 5.252306 -3.280290 0.6 -0.4 -0.3 0.501
H -0.896370 5.933282 -5.156351 -0.2 0.4 0.2 0.618
H -1.958259 4.526911 -5.502876 0.4 0.3 -0.2 0.449
H 0.655456 4.933515 -6.724975 0.1 0.1 -0.2 0.371
H -0.185077 3.363485 -6.855208 0.0 0.1 -0.3 0.342
H 1.459229 3.420687 -6.232742 0.3 -0.1 0.2 0.158
C -4.293217 10.337191 10.727603 -0.1 -0.7 -0.2 -0.720
O -4.203467 8.917503 10.896322 0.5 1.1 0.1 -0.323
C -4.368080 8.228029 9.676581 0.9 0.1 0.5 -0.295
C -3.980994 6.778841 9.965429 -0.8 0.7 0.1 -0.786
N -3.596922 6.016928 8.814686 -0.4 -0.9 -0.4 -0.264
C -4.679501 5.859343 7.826458 1.1 2.5 0.3 -0.655
C -4.530879 4.674408 6.992542 -0.6 -1.6 -0.2 -0.201
O -5.621155 4.627590 6.127811 -1.2 -0.7 -1.1 -0.378
C -5.664883 3.441364 5.322996 0.7 0.4 -0.2 -0.214
H -4.193026 10.794806 11.698508 -0.1 0.0 0.4 0.264
H -5.274760 10.590046 10.298227 0.3 0.2 0.0 0.281
H -3.470531 10.742168 10.114882 -0.3 -0.3 -0.1 0.294
H -3.676331 8.587958 8.900215 -0.1 0.3 0.0 0.306
H -5.385600 8.400055 9.380574 -0.7 -0.2 -0.7 0.344
H -4.853897 6.341407 10.462731 0.4 -0.4 0.1 0.256
H -3.151481 6.857228 10.657169 0.1 -0.3 0.3 0.379
H -2.775151 6.423442 8.383317 -0.1 -0.1 0.0 0.265
H -4.693516 6.742314 7.170554 -0.3 0.0 -0.1 0.244
H -5.636177 5.852894 8.324424 -0.3 -0.2 0.3 0.478
H -4.573790 3.826906 7.664806 0.3 -0.7 0.2 0.273
H -3.663408 4.614460 6.368109 1.2 0.2 0.0 0.051
H -6.614837 3.470917 4.752810 0.5 -0.3 0.6 0.196
H -5.506543 2.524789 5.928416 -0.6 0.4 -0.1 0.310
H -4.821418 3.403361 4.588600 -0.5 0.4 0.3 -0.072
C -3.602645 1.091407 1.319147 -1.3 0.5 -0.8 -0.734
O -2.545188 0.833167 0.442039 0.1 -0.1 -0.4 0.552
C -1.679742 1.937757 0.241255 0.7 0.1 1.3 -0.941
C -0.436802 1.368755 -0.394713 -0.4 -1.2 -1.0 1.214
N 0.285416 0.545334 0.555809 0.4 -0.8 0.9 1.022
C 1.299856 -0.375488 0.034025 -0.3 1.2 -0.5 -0.068
C 0.827919 -1.468640 -0.914076 0.6 1.3 0.1 0.123
O -0.130595 -2.251712 -0.273810 0.0 0.2 0.6 0.663
C -0.420480 -3.415401 -0.989900 0.2 0.1 -0.7 -0.184
H -3.271996 1.163606 2.343990 0.1 -0.1 0.5 -0.186
H -4.365447 0.296993 1.194325 0.6 0.3 0.2 0.166
H -4.103932 2.041785 1.046274 0.2 -0.2 0.2 0.301
H -1.331820 2.313699 1.243349 -0.4 0.0 -0.6 0.148
H -2.124858 2.783020 -0.314427 0.0 -0.5 0.0 0.058
H 0.177006 2.162716 -0.792601 0.4 0.4 0.1 -0.528
H -0.723856 0.736894 -1.266977 -0.1 0.5 0.2 0.100
H -0.329609 -0.124466 1.000583 -0.9 0.6 0.3 -0.485
H 1.755576 -0.895326 0.867157 0.3 0.2 0.5 0.056
H 2.020761 0.289965 -0.453415 0.5 -0.6 -0.2 -0.263
H 1.761056 -2.004199 -1.107085 -0.2 -0.5 -0.6 0.081
H 0.386311 -1.024577 -1.811407 0.4 -0.3 -0.1 -0.807
H -1.014192 -4.008635 -0.315180 -0.4 -0.5 -0.2 -0.045
H 0.500398 -3.930005 -1.262251 0.2 -0.3 0.2 -0.189
H -0.897342 -3.195983 -1.964061 -0.3 -0.1 0.5 0.093
C -9.523558 -4.581491 -4.581737 -0.7 0.5 -0.3 -0.690
O -8.354536 -5.198477 -4.150041 1.7 -0.2 -0.7 -0.424
C -7.193613 -4.848801 -4.964212 -1.1 0.6 0.0 -0.225
C -6.763619 -3.373460 -4.809121 0.0 -0.1 0.5 -0.897
N -6.190122 -2.971318 -3.514782 0.9 -0.9 -0.9 -0.363
C -4.858379 -3.596037 -3.251577 0.1 1.0 0.5 0.126
C -4.394370 -3.241706 -1.832975 -0.5 -1.2 -0.4 -0.257
O -5.393936 -3.784369 -0.995580 -0.4 -0.5 -0.7 -0.464
C -5.064922 -3.759343 0.348754 -0.6 0.5 0.2 -0.517
H -9.591017 -3.556428 -4.169904 -0.2 -0.3 -0.2 0.248
H -10.375643 -5.185587 -4.236860 0.3 0.3 0.0 0.263
H -9.585107 -4.516723 -5.690678 0.1 0.0 0.5 0.320
H -7.402288 -5.044951 -6.045042 -0.1 0.1 0.6 0.393
H -6.407536 -5.517914 -4.663809 0.3 -0.3 0.3 0.137
H -7.612624 -2.714428 -5.003712 -0.1 -0.1 0.0 0.376
H -6.032947 -3.144038 -5.567141 0.4 0.0 -0.5 0.421
H -6.850068 -3.293319 -2.831101 0.0 -0.1 0.8 0.372
H -4.089042 -3.272563 -3.962522 -0.4 0.5 0.0 -0.108
H -4.783982 -4.679482 -3.319317 -0.5 -0.4 0.0 0.151
H -4.354450 -2.196626 -1.596621 0.3 0.9 -0.3 0.354
H -3.414178 -3.705439 -1.625617 -0.1 0.1 -0.1 0.139
H -4.366448 -4.549859 0.583964 0.4 -0.2 0.3 0.280
H -5.999251 -3.881605 0.897891 0.1 -0.2 0.2 0.303
H -4.675090 -2.772706 0.581375 0.4 0.2 0.5 0.034
C 4.674675 -1.411070 -5.073493 0.1 0.3 -0.1 -1.403
C 4.538840 -0.047771 -4.390571 0.3 -0.2 0.4 0.606
C 3.071465 0.298399 -4.101695 0.6 -2.1 -0.6 -0.608
O 2.960436 1.525602 -3.530111 0.4 1.4 0.6 -0.330
C 1.625100 1.797485 -3.266651 -1.0 1.1 1.1 0.934
N 5.296293 -0.144283 -3.140983 0.4 0.2 0.6 0.429
H 5.730646 -1.722351 -5.116071 -0.3 0.3 -0.2 0.308
H 4.203834 -1.442447 -6.052580 0.2 0.0 -0.3 0.466
H 4.180020 -2.157919 -4.459732 -0.2 -0.1 0.2 0.072
H 4.973820 0.792081 -4.942934 -0.3 -0.2 -0.7 0.281
H 2.613315 -0.469740 -3.438501 0.3 0.0 -0.1 -0.319
H 2.483529 0.274481 -5.020025 0.0 -0.1 -0.5 0.587
H 0.980980 1.812801 -4.162988 0.3 0.0 0.2 0.561
H 1.581533 2.790034 -2.756835 0.0 -0.7 -0.5 -1.385
H 1.194419 1.074928 -2.548866 0.2 0.0 -0.3 0.023
H 6.283974 0.132488 -3.263919 -0.7 -0.3 -0.1 0.019
H 4.911166 0.526030 -2.492343 0.1 0.2 0.3 -0.316
C -2.653012 -6.984878 -4.792792 0.0 0.4 0.4 -1.104
C -1.145470 -6.749496 -5.038210 -1.6 1.3 0.8 0.066
C -0.670691 -5.443370 -4.361596 -0.3 0.2 -0.2 0.053
O -1.664010 -4.404565 -4.396585 0.8 -0.2 0.1 0.237
C -1.905718 -3.826925 -5.662238 0.1 0.3 0.2 -1.097
N -0.317213 -7.823227 -4.567886 0.8 0.2 0.1 -0.579
H -3.210478 -6.070224 -4.991392 -0.1 0.0 0.1 0.075
H -2.887392 -7.271624 -3.749228 0.3 0.0 -0.4 0.285
H -3.048179 -7.722037 -5.481196 0.0 -0.4 0.0 0.437
H -1.070829 -6.543301 -6.108822 0.5 -0.6 -0.1 0.297
H 0.259810 -5.128428 -4.874673 -0.3 0.1 0.3 0.388
H -0.456319 -5.617175 -3.293198 -0.1 0.1 -0.3 -0.372
H -2.301733 -4.551948 -6.373572 -0.3 0.0 -0.1 0.441
H -1.015104 -3.379720 -6.128775 0.1 -0.1 0.3 0.294
H -2.619917 -3.014787 -5.458550 0.1 -0.4 -0.4 0.151
H -0.523253 -8.626697 -5.109910 0.0 -1.0 -0.5 0.274
H -0.527448 -8.068450 -3.601260 -0.1 0.3 -0.2 0.244
C 4.562505 -1.447609 2.679998 -0.7 0.1 -0.7 -0.947
C 3.485792 -2.332974 3.270834 -0.1 -0.8 1.1 1.290
C 4.162369 -3.527481 4.034885 0.1 0.3 -0.5 -1.201
O 5.084722 -4.287634 3.218815 -1.1 0.4 -0.1 -0.394
C 4.471650 -5.198914 2.307270 -0.6 -0.3 1.1 -0.277
N 2.546272 -1.550942 4.053781 -1.3 0.0 0.1 -0.138
H 4.103512 -0.760449 1.953563 0.2 -0.1 0.3 -0.523
H 5.285888 -2.063269 2.152229 0.3 0.1 0.1 0.536
H 5.040611 -0.849949 3.458945 0.1 -0.1 0.0 0.538
H 2.817259 -2.808397 2.563702 0.2 0.0 -0.9 -0.360
H 3.377465 -4.149190 4.509481 0.4 0.0 -0.3 0.327
H 4.800423 -3.119153 4.810596 0.0 0.1 0.3 0.375
H 4.065974 -6.059881 2.885294 0.6 0.1 -0.3 0.395
H 5.247853 -5.496892 1.607152 -0.1 -0.2 0.0 0.234
H 3.574151 -4.838289 1.784460 0.4 0.5 -0.2 -0.043
H 2.842923 -1.057458 4.876255 0.4 -0.2 0.2 0.231
H 1.577451 -1.918406 4.148461 1.3 0.1 -0.3 -0.153
C -3.314725 -6.325872 3.065982 0.0 0.7 0.9 -1.287
C -2.219233 -6.720961 2.111059 -0.8 -0.5 -1.3 2.232
C -0.899881 -7.117041 2.682162 1.0 0.1 0.8 -1.113
O -0.228497 -5.983710 3.163639 -0.5 0.6 0.6 -0.185
C 1.050004 -6.233267 3.656556 0.7 0.3 -0.4 -0.820
N -2.645592 -7.830739 1.224547 0.4 -0.2 -0.1 -0.761
H -3.033033 -5.370569 3.531109 -0.1 -0.1 -0.2 0.031
H -3.533189 -6.960235 3.937240 0.1 -0.4 -0.5 0.413
H -4.216546 -6.141004 2.480714 -0.1 -0.1 0.2 0.468
H -2.157305 -5.831253 1.457063 0.6 -0.3 0.1 -1.050
H -0.243870 -7.596438 1.935405 -0.3 0.0 -0.1 0.321
H -1.033323 -7.848956 3.502859 -0.1 0.1 -0.2 0.237
H 1.643495 -6.685114 2.872834 0.4 -0.3 -0.4 0.333
H 1.127873 -6.872678 4.526083 -0.5 -0.3 0.4 0.367
H 1.523444 -5.288452 3.897658 -0.1 0.3 0.0 0.021
H -1.805528 -8.112320 0.682685 -1.0 0.0 0.4 0.293
H -2.923575 -8.634801 1.797223 0.2 0.3 -0.3 0.307
C -2.589662 -2.050863 2.759592 -0.3 0.5 0.3 -1.021
C -1.286728 -2.089037 3.538023 0.4 -0.6 0.4 2.082
C -1.458921 -2.547529 5.022829 -0.9 -0.6 -1.4 -1.090
O -2.634387 -2.023177 5.613448 0.3 -0.3 0.0 -0.473
C -2.494050 -0.721312 6.102107 0.2 0.6 0.3 -0.299
N -0.240158 -2.939858 2.877991 -0.4 0.6 0.4 1.101
H -3.283531 -1.290959 3.150502 0.3 -0.1 -0.2 0.311
H -3.151983 -2.969507 2.764266 0.0 -0.7 0.2 0.221
H -2.345702 -1.829914 1.728391 -0.1 0.3 -0.4 0.263
H -0.930958 -1.048020 3.603764 0.3 -0.3 -0.3 -1.133
H -0.572703 -2.314730 5.581931 0.6 0.3 0.5 0.537
H -1.591419 -3.634519 5.067212 0.1 0.0 -0.2 0.091
H -3.409100 -0.482694 6.663403 0.4 -0.1 0.0 0.290
H -2.379620 0.028548 5.317851 -0.1 0.1 -0.3 -0.054
H -1.580347 -0.613453 6.717523 -0.5 -0.1 0.1 0.282
H -0.111612 -2.646357 1.910594 0.0 0.2 0.1 -0.440
H -0.538649 -3.912587 2.801672 -0.1 0.1 0.4 -0.387
C -2.985834 5.522651 1.092702 -0.6 -0.2 -0.3 -1.476
C -3.889333 5.602264 -0.138855 -0.7 0.6 0.2 1.413
C -5.322730 5.485828 0.371159 0.5 -1.7 -0.1 -1.452
O -5.427424 4.190810 1.035241 -0.6 0.6 -0.4 -0.134
C -6.729203 4.026577 1.575766 0.2 0.1 0.1 -0.892
N -3.808850 6.901798 -0.880791 0.3 -1.7 0.3 -0.803
H -3.247778 6.332005 1.772425 0.1 0.3 0.0 0.609
H -1.910123 5.530201 0.935950 0.0 -0.2 -0.2 0.287
H -3.356732 4.626255 1.571099 0.7 -0.4 0.5 0.244
H -3.747627 4.750626 -0.826612 0.2 0.4 0.1 -0.153
H -5.990067 5.571213 -0.484153 -0.3 -0.2 0.0 0.373
H -5.568370 6.239897 1.099408 0.0 0.6 0.3 0.474
H -6.979553 4.923582 2.142791 -0.4 0.2 -0.1 0.354
H -6.791448 3.213987 2.296889 0.5 -0.3 -0.1 0.189
H -7.451097 3.805243 0.787619 -0.2 0.3 0.0 0.330
H -3.518240 7.531259 -0.150381 0.2 0.7 -0.1 0.364
H -3.003357 6.741110 -1.474400 0.1 0.7 -0.2 0.300
C 2.149647 -6.255567 -0.929104 0.7 1.4 1.1 -1.136
C 2.888203 -5.717185 -2.150656 -0.2 -1.4 -0.6 1.724
C 4.145456 -4.971802 -1.775328 -0.5 0.4 1.6 -1.502
O 3.710135 -3.811942 -1.078805 -0.4 0.7 -0.3 0.667
C 4.684475 -2.826277 -0.812496 1.4 -0.7 0.1 -1.050
N 3.325155 -6.852022 -3.018589 -0.6 0.9 -0.3 -0.835
H 2.808142 -6.926107 -0.351466 -0.3 0.0 -0.3 0.395
H 1.153179 -6.684110 -1.064983 0.3 -0.1 -0.4 0.349
H 2.018022 -5.341162 -0.308008 -0.2 -0.7 0.0 -0.252
H 2.215248 -5.009811 -2.656883 0.1 0.0 -0.2 -0.260
H 4.771302 -4.745057 -2.619193 0.2 0.4 -0.7 0.420
H 4.742724 -5.570274 -1.086754 0.2 -0.3 0.1 0.217
H 5.489563 -3.289634 -0.206137 -0.1 0.2 -0.1 0.366
H 4.285317 -2.006999 -0.217328 -0.5 -0.2 -0.1 -0.473
H 5.176174 -2.401532 -1.710154 -0.5 -0.2 0.1 0.501
H 2.492598 -7.230394 -3.473448 0.1 -0.2 0.2 0.308
H 3.833806 -6.416030 -3.786704 0.1 -0.3 0.0 0.347
C 1.322380 4.155153 3.389313 0.5 -0.9 -1.2 -1.685
C 1.735469 2.733551 3.795767 -0.7 0.9 0.4 0.530
C 0.516536 1.839339 4.159802 0.8 -0.6 -0.2 0.158
O -0.451080 2.276110 5.117181 0.0 0.3 -1.2 -0.548
C -1.541853 2.828492 4.354664 0.5 0.3 1.3 0.394
N 2.610142 2.073299 2.816845 0.1 -0.1 0.7 -0.094
H 0.829172 4.593588 4.241473 -0.3 0.4 0.1 0.505
H 0.670457 4.137592 2.489546 0.2 0.2 0.5 0.132
H 2.242195 4.699857 3.142609 -0.3 0.1 0.1 0.398
H 2.304775 2.954101 4.712074 0.1 -0.7 -0.1 0.239
H 1.011826 0.932149 4.488234 -0.3 -0.5 0.6 0.106
H -0.014621 1.528082 3.258506 0.1 0.2 -0.4 -0.098
H -1.215368 3.724507 3.829777 -0.1 -0.1 -0.4 0.369
H -2.313775 3.125898 5.046700 -0.2 0.1 0.4 0.258
H -1.968077 2.084472 3.701364 0.0 -0.2 -0.5 -0.717
H 2.863135 1.127835 3.140303 -0.3 0.5 -0.2 0.151
H 2.148669 1.963797 1.922625 -0.3 -0.1 0.0 -0.186
```
Positions in Å, forces in eV/Å.